1.
# C26H43BiN5OPS

C26H43BiN5OPS as an isolated structure (ωB97M-V with the def2-TZVPD basis set, the OMol25 dataset).

Structure (XYZ):
```
78
Properties=species:S:1:pos:R:3:forces:R:3
Bi -0.15518 0.22116 0.88148 0.105 -0.162 0.196
C -1.86614 -0.82108 -3.27511 -0.021 -0.064 0.055
C -1.64179 -1.11030 -1.82009 -0.035 -0.100 0.100
O -1.39175 -0.15753 -1.03422 -0.179 -0.207 0.007
N -1.75943 -2.37794 -1.42068 0.243 0.327 0.008
C -1.62775 -2.85717 -0.04431 -0.060 0.066 0.005
C -0.21186 -3.24686 0.32188 0.028 0.302 -0.133
C 0.14457 -4.56620 0.51446 -0.006 -0.144 -0.014
C 1.47305 -4.87161 0.78479 -0.003 -0.140 0.024
C 2.40051 -3.84769 0.85158 0.056 -0.027 0.012
C 1.96263 -2.54982 0.66175 -0.210 0.182 -0.115
N 0.68243 -2.24591 0.40462 0.173 -0.124 -0.009
H -1.58402 0.20613 -3.48432 0.007 -0.030 -0.018
H -2.92320 -0.95546 -3.51777 0.054 0.003 0.026
H -1.28572 -1.50314 -3.89854 -0.022 0.032 0.007
H -1.90829 -3.06415 -2.14462 -0.055 -0.042 0.008
H -2.28801 -3.71070 0.07828 -0.036 -0.072 -0.061
H -2.01768 -2.08300 0.61785 0.057 0.038 0.029
H -0.60424 -5.34799 0.44734 0.080 0.064 0.005
H 1.77816 -5.90099 0.93475 -0.034 0.077 -0.006
H 3.44604 -4.04371 1.04998 -0.057 0.006 -0.005
H 2.66146 -1.71789 0.70275 -0.141 -0.049 0.036
N -4.08932 5.77175 4.08897 -0.095 0.122 0.170
C -4.40211 4.47931 3.95617 0.121 -0.281 -0.274
S -5.69726 3.71525 4.59977 0.202 0.089 -0.110
C -3.40092 3.69614 3.14863 -0.458 0.270 0.245
C -3.79015 3.03114 1.99306 -0.029 -0.130 -0.028
C -2.86067 2.25671 1.33569 0.174 -0.036 -0.071
N -1.59067 2.12164 1.76432 -0.258 0.158 -0.122
C -1.21388 2.79928 2.85629 0.016 -0.158 -0.057
C -2.08544 3.59856 3.57130 0.298 0.016 0.066
H -4.70029 6.36466 4.62913 0.003 0.036 -0.002
H -3.32381 6.19341 3.59112 -0.008 0.005 0.009
H -4.80977 3.09709 1.63611 0.041 -0.012 0.031
H -3.13086 1.72472 0.42616 0.071 0.011 0.112
H -0.18162 2.68609 3.18063 -0.095 -0.033 -0.056
H -1.74186 4.11143 4.46282 -0.042 -0.051 -0.071
C 2.34560 0.07657 -2.67159 0.047 -0.016 -0.072
C 3.24715 1.12471 -1.98271 0.075 -0.112 -0.078
C 4.27029 0.31927 -1.15840 -0.008 -0.028 -0.095
C 4.00266 1.92028 -3.05979 0.028 -0.095 0.007
P 2.23287 2.17236 -0.82109 -0.263 -0.296 0.173
N 1.23712 1.16776 -0.06283 0.430 0.063 0.223
C 1.15542 3.36725 -1.75042 -0.021 0.191 -0.116
C 0.51824 2.63397 -2.94753 -0.084 0.132 -0.013
C -0.03292 3.80883 -0.87429 -0.082 -0.036 -0.109
C 1.91270 4.60885 -2.25980 -0.203 -0.039 -0.063
C 3.32362 3.02377 0.44981 0.040 0.031 0.046
C 2.46891 4.01638 1.25761 -0.058 -0.040 0.067
C 4.50956 3.79809 -0.16010 -0.101 -0.006 0.128
C 3.88304 2.00496 1.46960 0.007 -0.009 -0.022
H 3.00823 -0.62588 -3.18574 -0.072 0.044 0.015
H 1.67754 0.50028 -3.41932 0.120 -0.089 0.103
H 1.75273 -0.48785 -1.94810 0.050 0.039 0.001
H 4.71153 -0.42796 -1.82315 -0.003 0.040 0.061
H 3.80693 -0.20908 -0.32240 0.003 0.072 -0.063
H 5.08359 0.92769 -0.77471 0.017 0.062 -0.036
H 4.62602 1.21550 -3.61749 -0.030 0.050 0.015
H 4.66555 2.67974 -2.64976 -0.024 -0.009 0.022
H 3.33967 2.39788 -3.77760 -0.050 -0.002 -0.002
H 0.00904 1.71716 -2.63621 0.068 0.106 0.028
H 1.22546 2.40018 -3.73903 0.014 0.066 0.015
H -0.23324 3.30554 -3.37266 0.048 -0.053 0.002
H -0.63193 2.95489 -0.54345 0.143 0.152 -0.103
H -0.67694 4.43305 -1.50027 0.043 0.006 0.054
H 0.24489 4.39560 -0.00515 0.047 -0.006 0.043
H 2.80487 4.36570 -2.83306 0.018 -0.054 0.006
H 2.19309 5.29098 -1.45925 -0.010 -0.043 0.050
H 1.24340 5.15832 -2.92786 0.034 -0.009 0.044
H 2.13911 4.87149 0.67378 -0.005 0.012 -0.051
H 3.09381 4.40004 2.06819 -0.067 0.005 -0.056
H 1.59367 3.53852 1.71215 0.105 0.024 -0.092
H 4.20394 4.59829 -0.83040 -0.046 -0.019 -0.022
H 5.21416 3.15836 -0.68327 0.010 -0.103 -0.007
H 5.05687 4.26142 0.66546 -0.030 -0.017 -0.032
H 3.16656 1.22917 1.74730 -0.042 0.088 -0.038
H 4.13853 2.55806 2.37647 0.024 -0.065 -0.047
H 4.79225 1.52107 1.12234 -0.055 0.021 0.017
```
Positions in Å, forces in eV/Å.

Calculated values
frontier orbital gap	6.755	eV
lowest unoccupied orbital energy	-0.217	Ha
2S+1	1
calculated total energy	-2319.2444	a.u.
total charge	+2


2.
# C26H43Br10N3O

A 9-piece molecular cluster, C26H43Br10N3O overall (ωB97M-V with the def2-TZVPD basis set, the OMol25 dataset).

Structure (XYZ):
```
83
Properties=species:S:1:pos:R:3:forces:R:3
C -0.21118 0.89838 0.85483 -1.588 -0.167 0.259
C 0.65140 0.37141 -0.28161 1.062 -1.686 0.318
C 1.88408 1.22660 -0.21952 0.603 1.298 2.737
O 1.64157 2.01169 0.98351 1.897 1.615 0.961
C 0.77480 1.40960 1.93897 0.146 0.038 -2.974
H -0.89207 0.15762 1.27409 -0.259 -0.094 -0.406
H -0.75921 1.71175 0.37923 -0.370 0.403 0.936
H 0.39280 0.21177 -1.32839 -1.174 0.301 0.297
H 0.90312 -0.61347 0.11178 0.522 -0.367 -0.523
H 2.14023 2.05640 -0.87824 -0.538 -0.613 -0.899
H 2.79060 0.65076 -0.03314 0.131 -0.215 -0.309
H 0.40073 2.16926 2.62533 -0.150 0.082 -0.331
H 1.32924 0.68207 2.53175 -0.281 -0.591 -0.067
Br 0.64029 -5.24442 5.45048 -0.182 -0.266 -0.391
C 0.82922 -3.90109 6.82929 0.765 0.816 -1.017
C 0.46792 -4.51284 8.10620 -0.623 -1.384 1.353
Br 0.99073 -3.42015 9.67357 -0.185 -0.453 -0.723
H 0.27696 -3.03469 6.46532 0.073 -0.058 0.420
H 1.90305 -3.71775 6.86631 -0.166 0.397 -0.229
H 0.97955 -5.47530 8.10488 0.495 0.222 0.714
H -0.56303 -4.83747 8.24717 -0.177 0.727 -0.129
Br -5.69702 4.63056 -2.34962 0.808 0.832 -0.824
C -4.57960 5.65774 -3.69689 -0.166 0.467 0.238
C -3.06748 5.60141 -3.33701 -2.280 -1.163 0.220
Br -2.19609 7.10222 -4.12281 0.409 -0.005 -0.247
H -4.82698 6.71860 -3.73536 -0.614 -0.133 0.737
H -4.94813 5.29079 -4.65482 0.703 -0.444 0.065
H -2.71550 4.61792 -3.64840 0.674 0.393 -0.012
H -3.04915 5.69277 -2.25101 0.474 0.051 -0.175
Br -0.34717 9.41464 1.66102 0.629 -0.199 0.201
C 1.54162 8.91558 1.82847 1.019 -0.845 0.345
C 2.04082 9.01119 3.27991 -0.234 0.948 -0.458
Br 3.98339 8.60170 3.51228 -1.079 0.050 -0.368
H 2.11980 9.53648 1.14414 -0.202 0.124 0.217
H 1.68836 7.87897 1.52515 -0.488 0.073 -0.304
H 1.46621 8.36272 3.94127 0.276 0.073 -0.059
H 1.94299 10.05877 3.56470 0.078 -0.231 0.422
Br -7.90319 -0.75759 -6.55718 0.701 0.034 -0.224
C -6.34082 -0.27852 -7.66875 1.370 -0.851 0.543
C -4.98665 -0.70505 -7.02221 -0.392 0.371 0.631
Br -3.39136 -0.16985 -8.07854 -0.854 -0.166 0.164
H -6.41476 0.79985 -7.80927 0.074 -0.368 -0.378
H -6.36312 -0.92973 -8.54256 -0.667 0.742 -0.314
H -4.92941 -1.78639 -6.89765 -0.040 0.125 -0.255
H -4.80297 -0.26622 -6.04150 -0.193 0.115 -0.162
Br 9.10224 2.48308 -4.90107 -0.321 -0.529 0.472
C 8.06158 0.97391 -4.11572 -1.008 0.996 0.065
C 8.93113 -0.18915 -4.04143 1.968 -1.637 -0.888
Br 8.08901 -1.96730 -3.59296 0.311 1.362 -0.070
H 7.23800 0.84750 -4.81844 -0.054 0.043 0.396
H 7.76297 1.23874 -3.10143 -0.355 0.453 -0.369
H 9.78118 0.00347 -3.38690 -0.325 -0.387 0.416
H 9.39580 -0.35633 -5.01314 -0.218 -0.301 -0.013
N -3.09598 -8.23306 -1.13166 -1.391 -2.533 0.595
C -2.40921 -7.18422 -1.54385 -0.189 2.502 -0.984
C -3.21453 -6.52653 -2.50107 2.905 -0.355 0.939
C -4.31118 -7.34425 -2.68550 -1.585 1.448 -2.038
C -4.26194 -8.41179 -1.88188 0.449 -0.435 1.764
H -2.96466 -8.68356 -0.23729 0.286 -0.196 -0.395
H -1.44020 -6.96771 -1.11894 -0.150 0.210 -0.040
H -2.92063 -5.67980 -3.10362 -0.098 -0.013 0.142
H -5.04099 -7.00403 -3.40525 -0.402 -0.727 0.040
H -4.96319 -9.20544 -1.67032 0.170 0.111 -0.014
N 10.23238 2.20290 3.07786 -0.409 -0.320 -0.038
C 9.14632 2.98611 3.42173 3.117 1.362 0.153
C 8.07279 2.19362 3.43914 -3.246 5.233 1.319
C 8.39114 0.99854 2.99721 -0.205 -4.851 -0.612
C 9.73085 0.95296 2.85136 1.328 -1.033 -0.886
H 11.18610 2.50543 2.94005 -0.346 -0.113 0.124
H 9.35561 4.02866 3.61063 -0.502 -0.047 0.159
H 7.13733 2.66040 3.71012 -0.359 -0.559 -0.123
H 7.71213 0.16619 2.88522 0.180 -0.082 -0.013
H 10.28568 0.05985 2.60453 0.440 0.411 -0.093
N -7.30115 -3.27867 1.20083 2.076 -1.183 -0.296
C -6.98034 -4.41599 1.89284 0.972 -0.228 -0.162
C -8.07112 -4.72169 2.68546 2.792 -3.128 0.201
C -9.03263 -3.87086 2.36472 -4.049 3.334 -0.072
C -8.53930 -2.94242 1.48914 -1.224 1.731 -0.634
H -6.71612 -2.77759 0.54756 -0.031 -0.317 0.237
H -6.07648 -4.94590 1.63085 0.014 0.039 0.444
H -8.21352 -5.56288 3.34768 0.371 -0.047 -0.109
H -10.03452 -3.83087 2.76600 0.061 -0.028 0.082
H -8.81913 -1.99963 1.04278 -0.977 -0.181 0.299
```
Positions in Å, forces in eV/Å.

Calculated values
frontier orbital gap	8.164	eV
lowest unoccupied orbital energy	0.006	Ha
SMILES string	c1cc[nH]c1.c1cc[nH]c1.c1cc[nH]c1.C1CCOC1.BrCCBr.BrCCBr.BrCCBr.BrCCBr.BrCCBr
2S+1	1
calculated total energy	-26995.9639	a.u.


3.
# C26H43BrCaClF2IN2NaO16

C26H43BrCaClF2IN2NaO16 as an isolated structure (ωB97M-V with the def2-TZVPD basis set, the OMol25 dataset).

Structure (XYZ):
```
94
Properties=species:S:1:pos:R:3:forces:R:3
C -5.25801 0.83663 0.34094 0.528 2.998 -1.301
C -4.04078 0.81258 1.43768 1.638 1.620 -1.125
C -2.92494 -0.32341 1.09373 -0.755 1.774 -0.537
O -2.40581 -0.76615 2.38288 0.864 -2.089 -1.080
C -1.57393 -1.92932 2.23143 0.471 3.109 0.750
C -0.09015 -1.36429 1.75115 -1.666 -1.656 0.113
O 0.29844 -0.40235 2.76009 1.207 -0.256 -1.814
C 1.42339 0.39685 2.34771 -0.028 1.010 -0.301
I 1.88669 1.69700 4.08014 -0.081 -0.797 -0.892
C 1.06005 1.43785 1.12586 -2.506 2.647 1.422
O 0.30176 2.41866 1.33868 3.312 -4.226 -1.327
N 1.63844 1.14352 -0.21279 -2.270 2.413 1.197
C 0.78258 1.69512 -1.28247 -2.394 -2.250 -4.426
O 0.28830 0.91288 -2.13380 2.382 3.431 3.911
F 0.50373 3.07385 -1.46639 1.281 -3.402 1.594
H -5.19332 1.78920 -0.34008 0.363 -1.027 0.704
H -5.33349 -0.13049 -0.28331 0.403 2.382 0.377
H -6.24185 0.92627 0.91061 1.449 0.468 -1.277
H -3.49116 1.83538 1.40414 -0.464 -1.145 -0.115
H -4.40041 0.60062 2.50284 0.853 1.102 -1.719
H -3.39927 -1.20738 0.54423 0.761 1.304 0.680
H -2.10578 0.21593 0.47090 -0.893 -1.019 0.952
H -1.99730 -2.72550 1.52480 0.474 0.899 0.846
H -1.39242 -2.33292 3.32354 -3.091 3.944 -2.301
H 0.61297 -2.28850 1.70986 -0.443 1.680 -0.269
H -0.25034 -0.92608 0.70647 0.496 -0.593 1.429
H 2.37732 -0.19892 2.09061 -1.521 0.572 0.747
H 1.72752 0.11389 -0.33067 -1.973 0.771 -0.715
Ca 3.47268 -0.75760 -0.00119 2.395 -0.916 -0.294
C -0.13540 -8.23649 -0.59108 -0.100 -0.013 -0.230
C -0.17588 -6.95309 0.21583 -0.067 -0.552 0.131
O 0.08874 -5.81676 -0.61599 -0.221 0.413 0.087
C -0.94697 -5.39168 -1.36301 -0.001 0.040 -0.392
O -2.05501 -5.87089 -1.37997 0.500 0.199 0.152
O -0.52678 -4.35268 -2.10357 -0.053 -0.459 0.553
C -1.50973 -3.85310 -3.01054 -0.345 0.344 -0.407
H 0.80544 -8.31579 -1.14129 -0.014 -0.032 0.194
H -0.24009 -9.10655 0.06057 0.058 0.053 -0.050
H -0.93870 -8.26279 -1.33094 -0.009 0.036 0.166
H 0.61059 -6.97664 0.97536 0.081 0.248 -0.219
H -1.12865 -6.83624 0.74170 -0.036 0.068 -0.251
H -2.44528 -3.62263 -2.49621 0.106 -0.180 -0.044
H -1.67870 -4.57688 -3.81097 -0.102 0.016 0.161
H -1.12287 -2.93289 -3.45025 0.191 -0.168 0.212
Br -5.54741 -0.97698 1.67339 -3.452 -8.556 4.017
F 6.98676 3.44980 -1.62172 -0.217 0.123 -0.594
C 5.78855 4.02020 -1.47078 -0.326 0.028 -0.724
C 5.68080 5.23791 -0.79255 0.088 0.567 -0.216
C 4.42485 5.82700 -0.64982 -0.296 -0.212 -0.306
C 3.29737 5.19406 -1.16707 0.064 0.121 0.201
C 3.41947 3.97752 -1.83457 0.113 0.042 0.087
C 4.67083 3.39208 -1.99231 0.161 -0.120 -0.020
H 6.56707 5.71056 -0.39282 -0.106 0.258 -0.650
H 4.32671 6.77714 -0.13523 0.054 -0.096 -0.046
H 2.31941 5.65158 -1.04978 0.083 -0.044 -0.037
H 2.54012 3.48661 -2.23214 0.195 0.144 -0.107
H 4.78278 2.45034 -2.51791 0.081 0.043 0.013
C -1.63824 -12.43923 -0.62210 -0.144 0.007 0.091
C -1.12702 -11.90300 -1.94458 0.170 -0.268 0.219
O 0.22815 -11.48954 -1.81652 0.164 0.124 -0.045
H -1.56222 -11.67557 0.15654 -0.063 -0.007 -0.112
H -2.68083 -12.75531 -0.70556 0.059 -0.025 0.060
H -1.03753 -13.29205 -0.29210 -0.090 -0.037 -0.078
H -1.71551 -11.03859 -2.25956 0.213 0.002 -0.014
H -1.18942 -12.66665 -2.72628 -0.206 0.022 -0.025
H 0.74411 -12.26096 -1.54641 -0.104 0.210 -0.081
C 8.33624 5.06211 -3.93276 -0.044 -0.155 0.074
O 7.40815 5.86396 -4.03965 -0.204 0.214 0.054
O 8.37256 3.92745 -4.46305 -0.279 -0.570 -0.422
O 9.38497 5.25921 -3.27684 0.450 0.464 0.419
C -8.28727 -4.74481 1.00706 0.004 0.022 -0.280
N -7.72020 -4.01751 2.17113 -0.091 0.962 0.104
O -7.79005 -2.80288 2.15744 -0.336 -1.175 0.313
O -7.22077 -4.70111 3.06121 -0.088 0.071 -0.236
H -8.69115 -4.01923 0.30298 0.124 -0.027 0.175
H -7.47926 -5.31651 0.55081 -0.113 -0.028 0.110
H -9.07397 -5.39981 1.38034 0.182 -0.022 -0.005
C 1.21162 12.14761 -0.15650 -0.113 -0.246 -0.181
C 1.90814 11.94213 1.17529 0.128 0.426 -0.371
O 1.31223 10.86118 1.90191 0.175 -0.362 0.142
C 1.67804 9.62867 1.50727 -0.141 -0.098 -0.092
O 2.45540 9.36723 0.62136 -0.297 0.155 0.426
O 1.00909 8.73545 2.25633 0.275 0.518 -0.159
C 1.24275 7.37830 1.88152 0.068 -0.585 -0.057
H 0.13433 12.26669 -0.01283 0.104 0.125 0.073
H 1.60251 13.03201 -0.66456 -0.017 -0.037 0.069
H 1.35125 11.28481 -0.81197 0.118 0.090 0.079
H 1.78837 12.83774 1.79024 -0.119 -0.287 0.159
H 2.98222 11.77994 1.04824 -0.164 -0.198 -0.016
H 2.31069 7.15124 1.84981 -0.130 0.110 -0.130
H 0.77700 7.17498 0.91462 0.186 0.022 0.029
H 0.77775 6.73693 2.63140 -0.046 0.314 0.014
Na -0.52660 -3.50852 3.35470 2.862 -3.896 0.574
Cl 6.59152 3.94762 1.00713 0.288 -0.893 2.212
```
Positions in Å, forces in eV/Å.

Calculated values
frontier orbital gap	2.219	eV
lowest unoccupied orbital energy	-0.051	Ha
2S+1	1
calculated total energy	-6700.7415	a.u.
total charge	-1


| no. | molecular weight (g/mol) |
| --- | --- |
| 1 | 713.69 |
| 2 | 1212.69 |
| 3 | 982.95 |